No. 1
Density functional theory data (the ωB97M-V functional and the def2-TZVPD basis) for 9 unconnected molecules or ions with the total composition C41H55B3F8IN3O30PS in a non-equilibrium geometry.

The total charge is +1. The value obtained for the energy is -161292.320 eV. The value obtained for the HOMO-LUMO gap is 6.749 eV.

Last column: Mulliken charge in e.
Geometry (Å):
C 3.0131 4.4370 0.0187  -0.612
C 2.2035 3.8512 -1.2709  -0.394
C 2.1597 2.2568 -1.0950  -0.382
C 1.6184 1.4681 -2.4058  0.472
N 0.4569 0.5879 -2.0638  -0.114
C 0.4975 -0.7099 -2.8393  1.132
B 0.3686 -0.4127 -4.4318  1.442
O -0.1961 0.8415 -4.9189  -1.024
O 0.7395 -1.3612 -5.4854  -0.766
C 1.6488 -1.7625 -2.3317  -0.462
I 2.1986 -1.3740 -0.2208  0.354
C 2.9287 -1.8810 -3.2924  -0.206
C 4.2307 -2.5028 -2.6224  -0.389
C 4.4983 -4.0502 -2.6820  -0.311
C 5.7490 -4.7397 -2.1009  -0.787
C 6.8268 -3.8736 -1.4058  -0.527
C 6.6166 -2.3478 -1.3054  -0.704
C 5.3535 -1.6728 -1.9033  0.809
C 5.1959 -0.0786 -1.7708  -0.740
C 0.7264 -3.0863 -2.1197  -0.332
B 1.1593 -4.6331 -1.8467  0.485
N 1.3778 -5.6827 -2.8719  -0.483
O 1.3142 -5.0233 -0.4547  -0.661
N -0.6183 -2.9311 -2.1198  -0.187
B -1.6316 -4.0418 -1.8918  1.683
C -2.0658 -4.4159 -0.3482  -0.890
O -2.2681 -4.7799 -2.9366  -0.534
C -0.8445 -1.4545 -2.3697  -1.525
S -1.4719 -0.9008 -0.6817  0.384
P -2.4226 -1.4057 -3.4362  0.141
O -2.9152 0.1923 -3.8130  -0.427
O -2.3281 -2.4174 -4.8133  -0.497
H 4.1145 4.5874 -0.2523  0.257
H 2.5703 5.4140 0.4079  0.333
H 2.9774 3.6395 0.8348  -0.063
H 2.6582 4.2121 -2.2537  0.315
H 1.1299 4.2515 -1.2175  0.247
H 3.1882 1.9037 -0.7543  -0.034
H 1.3994 2.0290 -0.2610  0.172
H 2.5162 0.8592 -2.7912  -0.509
H 1.3843 2.2381 -3.2187  0.339
H -0.3803 1.1377 -2.3424  0.300
H 0.4049 1.2504 -5.5766  0.146
H 1.3739 -0.8318 -6.0373  0.249
H 3.2242 -0.8988 -3.8092  0.474
H 2.6261 -2.5930 -4.1534  0.554
H 3.6953 -4.6594 -3.2354  0.123
H 5.8235 -5.8784 -2.2451  0.342
H 7.7369 -4.4078 -0.9836  0.500
H 7.3913 -1.6699 -0.7914  0.327
H 4.7104 0.2145 -0.7671  -0.052
H 6.2581 0.3620 -1.8021  0.514
H 4.5746 0.2718 -2.6725  0.069
H 1.3115 -5.3331 -3.8362  0.254
H 0.7766 -6.4991 -2.7024  0.234
H 0.9560 -5.9378 -0.3531  0.302
H -1.4876 -5.3716 -0.0680  0.198
H -3.1804 -4.6243 -0.2395  0.324
H -1.6936 -3.6047 0.3745  0.170
H -2.8111 -5.4978 -2.5229  0.332
H -2.8598 -0.8936 -0.8007  0.076
H -2.8529 0.2452 -4.8060  0.284
H -1.3964 -2.7126 -4.9867  0.391
C -5.8371 2.3314 -1.7916  -0.414
C -5.1072 1.0606 -1.4930  0.539
O -6.0879 0.2650 -0.8597  -0.284
C -7.2803 0.6770 -1.3785  0.586
O -8.3000 0.0628 -1.2862  -0.522
O -7.1621 1.8736 -2.0222  -0.325
F -4.0935 1.2746 -0.6154  -0.145
H -5.8350 3.0273 -0.9475  0.230
H -5.4402 2.8436 -2.6693  0.337
H -4.7280 0.5419 -2.3775  0.003
C 2.0844 1.4213 4.9320  -0.350
C 2.6934 1.0963 3.6068  0.504
O 2.8413 2.3618 3.0001  -0.165
C 3.0083 3.2409 4.0302  0.553
O 3.4264 4.3544 3.9001  -0.556
O 2.6492 2.6941 5.2229  -0.342
F 1.8482 0.3511 2.8491  -0.249
H 0.9947 1.5096 4.8863  0.268
H 2.3444 0.6931 5.6978  0.251
H 3.6675 0.6022 3.6690  0.095
C -3.6625 1.5901 2.5857  -0.206
C -3.9496 0.2127 3.0785  0.780
O -3.1054 0.0871 4.2030  -0.307
C -2.9632 1.3529 4.6893  0.572
O -2.5438 1.6100 5.7792  -0.556
O -3.3655 2.2881 3.7841  -0.326
F -3.5854 -0.7201 2.1601  -0.181
H -2.7951 1.6287 1.9194  0.310
H -4.5166 2.0347 2.0752  0.151
H -4.9851 0.0541 3.3773  -0.119
C -7.7932 -0.1618 5.2656  -0.634
C -8.8444 0.8822 5.0712  0.279
O -8.0964 2.0755 4.9229  -0.357
C -6.9069 1.6887 4.3776  0.711
O -6.1201 2.4433 3.8590  -0.484
O -6.7181 0.3394 4.4834  -0.391
F -9.6212 0.9972 6.1715  -0.300
H -7.4738 -0.2508 6.3075  0.301
H -8.1111 -1.1432 4.9115  0.352
H -9.4719 0.7302 4.1881  0.317
C 6.2632 -6.2122 2.8514  -0.462
C 5.2237 -5.1540 2.6600  0.383
O 5.9878 -3.9745 2.5124  -0.203
C 7.1705 -4.3738 1.9668  0.617
O 7.9570 -3.6334 1.4540  -0.517
O 7.3434 -5.7212 2.0694  -0.323
F 4.4468 -5.0294 3.7622  -0.292
H 6.5822 -6.3063 3.8931  0.287
H 5.9336 -7.1894 2.4960  0.287
H 4.5935 -5.2964 1.7770  0.224
C 6.2467 2.0687 6.2924  -0.502
C 6.9792 0.7997 6.5897  0.298
O 6.0001 0.0034 7.2251  -0.334
C 4.8086 0.4111 6.7109  0.589
O 3.7898 -0.2098 6.8092  -0.550
O 4.9197 1.6094 6.0640  -0.167
F 7.9910 1.0151 7.4613  -0.294
H 6.2492 2.7651 7.1353  0.273
H 6.6410 2.5808 5.4136  0.323
H 7.3575 0.2802 5.7044  0.286
C 1.6596 3.0092 -9.5420  -0.471
C 1.3128 3.3282 -8.1227  0.320
O 1.8198 2.2161 -7.4097  -0.175
C 2.8795 1.7678 -8.1431  0.561
O 3.7130 1.0190 -7.7257  -0.498
O 2.8741 2.2825 -9.4023  -0.321
F -0.0293 3.3764 -7.9481  -0.292
H 0.9115 2.3758 -10.0269  0.293
H 1.8053 3.9053 -10.1466  0.281
H 1.7687 4.2470 -7.7431  0.296
C -8.3821 4.4108 2.7136  0.030
C -9.4153 3.9908 1.7180  0.389
O -10.5499 4.7415 2.0943  -0.320
C -10.0594 5.8829 2.6594  0.563
O -10.7063 6.8682 2.8514  -0.505
O -8.7374 5.7618 2.9711  -0.336
F -9.7079 2.6714 1.8474  -0.283
H -8.4330 3.8392 3.6430  0.030
H -7.3689 4.3412 2.3156  0.216
H -9.1559 4.2121 0.6784  0.251

=====

No. 2
Density functional theory data (the ωB97M-V functional and the def2-TZVPD basis) for a molecular structure, C3H5NO in a non-equilibrium geometry.

The value obtained for the energy above the lowest of the compared OMol25 structures with the same formula, charge and spin is 554.4 kJ/mol. The value obtained for the energy is -6723.827 eV. The value obtained for the HOMO-LUMO gap (alpha / beta) is 8.318 / 8.320 eV.

Last column: Mulliken charge in e.
Geometry (Å):
O 1.2732 0.2022 -1.1462  -0.303
C 1.1334 -0.2402 0.0192  0.358
C 0.2595 0.8624 0.6420  -0.447
N -0.6055 0.3152 -0.4727  -0.388
C -0.1422 -1.0875 -0.1445  -0.448
H -0.2148 0.7328 1.6256  0.256
H 0.6285 1.8711 0.4760  0.275
H -1.5321 0.6111 -0.7332  0.166
H -0.6766 -1.4980 0.7245  0.256
H -0.1234 -1.7691 -0.9908  0.275